[1]
This record from OMol25 describes 2 unconnected molecules or ions with the total composition C4H12. The level of theory is ωB97M-V with the def2-TZVPD basis set.

ORCA input file:
```
! RIJCOSX wB97M-V def2-TZVPD def2/J DEFGRID3
* xyz 0 1
C 0.155 0.620 1.612
C 0.572 -0.491 2.710
H -0.805 0.276 1.305
H 0.408 1.518 2.101
H 0.894 0.385 0.731
H 1.299 0.023 3.418
H 1.314 -1.318 2.320
H -0.345 -0.766 3.045
C 0.220 -0.340 -1.905
C -1.030 0.308 -2.430
H 1.011 0.344 -1.965
H 0.274 -0.573 -0.863
H 0.480 -1.294 -2.261
H -1.963 -0.242 -2.076
H -1.268 0.213 -3.445
H -1.218 1.338 -2.297
*
```

Molecular weight, Da: 60.14
Highest occupied orbital energy, eV: -10.983
Relative energy (zero: lowest compared OMol25 entry of this formula, charge and spin), kcal per mole: 41.36
SMILES string: CC.CC
Maximum force, hartree/bohr: 0.1112
DFT total energy, eV: -4340.7349
Lowest unoccupied orbital energy, eV: 1.101
Frontier orbital gap, eV: 12.083

Atomic partial charges in e from the Löwdin method, atoms 1 to 8: C -0.1405; C -0.1574; H 0.0437; H 0.0353; H 0.0714; H 0.0689; H 0.0911; H 0.0007



[2]
This record from OMol25 describes 2 unconnected molecules or ions with the total composition C4H12. The level of theory is ωB97M-V with the def2-TZVPD basis set.

ORCA input file:
```
! RIJCOSX wB97M-V def2-TZVPD def2/J DEFGRID3
* xyz 0 1
C -2.118 -1.715 -0.250
C -1.616 -0.567 0.608
H -1.434 -1.969 -1.056
H -2.342 -2.614 0.339
H -3.102 -1.520 -0.680
H -0.571 -0.731 0.897
H -1.573 0.374 0.075
H -2.237 -0.513 1.503
C 2.570 0.953 0.072
C 1.159 1.359 -0.358
H 3.201 0.664 -0.770
H 3.077 1.799 0.530
H 2.507 0.077 0.718
H 1.216 2.210 -1.033
H 0.517 1.518 0.501
H 0.747 0.677 -1.095
*
```

Molecular weight, Da: 60.14
Highest occupied orbital energy, eV: -11.622
Relative energy (zero: lowest compared OMol25 entry of this formula, charge and spin), kcal per mole: 5.99
SMILES string: CC.CC
Maximum force, hartree/bohr: 0.0271
DFT total energy, eV: -4342.2685
Lowest unoccupied orbital energy, eV: 1.131
Frontier orbital gap, eV: 12.753

Atomic partial charges in e from the Löwdin method, atoms 1 to 8: C -0.1757; C -0.1791; H 0.0589; H 0.0635; H 0.0592; H 0.0567; H 0.0476; H 0.0659



[3]
This record from OMol25 describes 2 unconnected molecules or ions with the total composition C4H12. The level of theory is ωB97M-V with the def2-TZVPD basis set.

ORCA input file:
```
! RIJCOSX wB97M-V def2-TZVPD def2/J DEFGRID3
* xyz 0 1
C -0.766 1.606 -0.522
C 0.277 2.684 -0.595
H -0.435 0.694 -1.049
H -0.969 1.163 0.465
H -1.730 1.684 -1.026
H 0.121 3.463 0.162
H 0.317 3.065 -1.631
H 1.258 2.290 -0.368
C 0.850 -1.855 0.168
C -0.397 -2.244 0.995
H 1.359 -2.745 -0.190
H 0.579 -1.208 -0.662
H 1.592 -1.326 0.811
H -0.328 -2.046 2.053
H -0.415 -3.327 0.876
H -1.313 -1.898 0.512
*
```

Molecular weight, Da: 60.14
Highest occupied orbital energy, eV: -11.376
Relative energy (zero: lowest compared OMol25 entry of this formula, charge and spin), kcal per mole: 11.72
SMILES string: CC.CC
Maximum force, hartree/bohr: 0.0526
DFT total energy, eV: -4342.0200
Lowest unoccupied orbital energy, eV: 1.168
Frontier orbital gap, eV: 12.544

Atomic partial charges in e from the Löwdin method, atoms 1 to 8: C -0.1961; C -0.1668; H 0.0428; H 0.0667; H 0.0626; H 0.0657; H 0.0740; H 0.0561



[4]
This record from OMol25 describes 2 unconnected molecules or ions with the total composition C4H12. The level of theory is ωB97M-V with the def2-TZVPD basis set.

ORCA input file:
```
! RIJCOSX wB97M-V def2-TZVPD def2/J DEFGRID3
* xyz 0 1
C -0.574 -0.554 1.040
C -1.733 -0.967 1.938
H -0.198 0.530 1.330
H 0.241 -1.131 1.041
H -1.132 -0.403 0.039
H -2.237 -1.646 1.418
H -2.242 -0.019 2.273
H -1.446 -1.593 2.810
C 0.474 0.989 -1.847
C 1.803 0.426 -1.159
H 0.594 1.024 -2.962
H -0.232 0.224 -1.476
H 0.165 1.960 -1.637
H 1.964 0.865 -0.170
H 2.621 1.012 -1.707
H 1.932 -0.717 -0.930
*
```

Molecular weight, Da: 60.14
Highest occupied orbital energy, eV: -11.042
Relative energy (zero: lowest compared OMol25 entry of this formula, charge and spin), kcal per mole: 41.96
SMILES string: CC.CC
Maximum force, hartree/bohr: 0.1272
DFT total energy, eV: -4340.7088
Lowest unoccupied orbital energy, eV: 1.089
Frontier orbital gap, eV: 12.132

Atomic partial charges in e from the Löwdin method, atoms 1 to 8: C -0.1746; C -0.1687; H 0.1094; H 0.0048; H 0.0810; H 0.0024; H 0.0922; H 0.0742



[5]
This record from OMol25 describes 2 unconnected molecules or ions with the total composition C4H12. The level of theory is ωB97M-V with the def2-TZVPD basis set.

ORCA input file:
```
! RIJCOSX wB97M-V def2-TZVPD def2/J DEFGRID3
* xyz 0 1
C 1.551 -0.099 -1.949
C 2.616 -0.113 -0.721
H 0.511 -0.381 -1.687
H 1.507 0.856 -2.529
H 1.807 -0.779 -2.646
H 2.064 0.480 0.008
H 2.685 -1.127 -0.410
H 3.521 0.325 -1.027
C -2.209 0.686 1.907
C -1.842 -0.428 0.870
H -2.942 1.383 1.498
H -2.694 0.197 2.733
H -1.360 1.206 2.269
H -1.376 -1.249 1.284
H -1.064 -0.248 0.135
H -2.774 -0.708 0.265
*
```

Molecular weight, Da: 60.14
Highest occupied orbital energy, eV: -11.692
Relative energy (zero: lowest compared OMol25 entry of this formula, charge and spin), kcal per mole: 19.72
SMILES string: CC.CC
Maximum force, hartree/bohr: 0.0857
DFT total energy, eV: -4341.6731
Lowest unoccupied orbital energy, eV: 1.098
Frontier orbital gap, eV: 12.790

Atomic partial charges in e from the Löwdin method, atoms 1 to 8: C -0.1390; C -0.1070; H 0.0498; H 0.0718; H -0.0052; H 0.0507; H 0.0424; H 0.0361



[6]
This record from OMol25 describes 2 unconnected molecules or ions with the total composition C4H12. The level of theory is ωB97M-V with the def2-TZVPD basis set.

ORCA input file:
```
! RIJCOSX wB97M-V def2-TZVPD def2/J DEFGRID3
* xyz 0 1
C -0.826 -1.127 1.528
C -1.347 0.093 2.293
H -0.928 -2.068 2.065
H -1.398 -1.235 0.603
H 0.232 -1.019 1.268
H -0.716 0.277 3.151
H -1.432 0.966 1.644
H -2.360 -0.080 2.669
C 1.240 -0.107 -2.347
C 0.955 1.117 -1.485
H 0.359 -0.745 -2.420
H 1.452 0.175 -3.374
H 2.092 -0.639 -1.931
H 1.850 1.603 -1.099
H 0.418 1.926 -1.987
H 0.406 0.862 -0.577
*
```

Molecular weight, Da: 60.14
Highest occupied orbital energy, eV: -11.780
Relative energy (zero: lowest compared OMol25 entry of this formula, charge and spin), kcal per mole: 2.47
SMILES string: CC.CC
Maximum force, hartree/bohr: 0.0142
DFT total energy, eV: -4342.4210
Lowest unoccupied orbital energy, eV: 1.133
Frontier orbital gap, eV: 12.912

Atomic partial charges in e from the Löwdin method, atoms 1 to 8: C -0.1794; C -0.1698; H 0.0574; H 0.0596; H 0.0564; H 0.0551; H 0.0575; H 0.0610